1.
The following is a quantum chemistry calculation of a molecular structure, C27H45MnNOP2Si in a non-equilibrium geometry, from the Open Molecules 2025 dataset.

HOMO level (alpha / beta)	-14.33 / -14.53	eV
molecular weight	544.635	u
HOMO-LUMO gap (alpha / beta)	6.69 / 6.61	eV
spin multiplicity	2
energy relative to the best compared isomer or geometry (same formula, charge and spin)	0.187	eV
total charge	+2
energy	-3308.540627	Eh
E_LUMO (alpha / beta)	-7.6 / -7.9	eV

Geometry (Å):
Mn (-0.272, 0.524, -0.242)
C (-2.681, 1.210, 3.976)
C (-2.484, 0.987, 2.475)
C (-3.535, 0.028, 1.922)
P (-0.782, 0.472, 1.996)
C (0.398, 1.345, 3.112)
C (1.722, 1.614, 2.404)
C (0.633, 0.623, 4.439)
C (-0.526, -1.315, 2.175)
C (-0.849, -2.064, 3.295)
C (-0.474, -3.402, 3.375)
C (0.259, -3.982, 2.348)
C (0.570, -3.260, 1.207)
C (0.132, -1.940, 1.093)
N (0.335, -1.148, -0.043)
C (0.763, -1.607, -1.313)
C (0.397, -2.835, -1.866)
C (0.776, -3.132, -3.162)
C (1.512, -2.223, -3.918)
C (1.848, -0.989, -3.385)
C (1.470, -0.665, -2.087)
P (1.854, 0.894, -1.238)
C (3.629, 0.665, -0.768)
C (3.868, -0.602, 0.049)
C (4.297, 1.889, -0.148)
C (1.771, 2.331, -2.375)
C (1.562, 3.588, -1.517)
C (0.640, 2.212, -3.394)
H (-3.683, 1.611, 4.127)
H (-1.979, 1.924, 4.404)
H (-2.622, 0.277, 4.536)
H (-2.582, 1.952, 1.964)
H (-3.457, -0.955, 2.390)
H (-3.449, -0.088, 0.846)
H (-4.526, 0.423, 2.143)
H (-0.098, 2.303, 3.299)
H (2.181, 0.679, 2.081)
H (2.413, 2.102, 3.092)
H (1.592, 2.264, 1.538)
H (1.216, -0.286, 4.285)
H (-0.286, 0.361, 4.958)
H (1.206, 1.278, 5.095)
H (-1.377, -1.611, 4.122)
H (-0.728, -3.980, 4.253)
H (0.593, -5.007, 2.435)
H (1.157, -3.716, 0.423)
H (-0.207, -3.534, -1.303)
H (0.490, -4.082, -3.594)
H (1.818, -2.478, -4.924)
H (2.418, -0.284, -3.978)
H (4.062, 0.511, -1.766)
H (3.584, -0.469, 1.092)
H (4.934, -0.831, 0.033)
H (3.344, -1.470, -0.352)
H (3.875, 2.138, 0.825)
H (4.244, 2.765, -0.792)
H (5.353, 1.663, 0.001)
H (2.739, 2.388, -2.883)
H (0.568, 3.571, -1.060)
H (1.616, 4.473, -2.151)
H (2.301, 3.702, -0.725)
H (-0.324, 2.115, -2.889)
H (0.755, 1.371, -4.074)
H (0.605, 3.124, -3.991)
C (-3.266, -1.794, -1.407)
Si (-2.941, -0.060, -2.006)
C (-2.103, -0.124, -3.667)
C (-4.421, 1.049, -1.978)
O (-1.823, 0.635, -0.895)
H (-3.998, -2.279, -2.057)
H (-3.656, -1.836, -0.391)
H (-2.353, -2.393, -1.450)
H (-2.671, -0.783, -4.328)
H (-1.091, -0.533, -3.591)
H (-2.048, 0.852, -4.150)
H (-5.127, 0.750, -2.756)
H (-4.137, 2.085, -2.171)
H (-4.946, 1.010, -1.023)

Cartesian forces (eV/Å) of the 6 atoms listed first:
0.13 -1.24 0.03
0.03 -0.02 0.00
-0.03 0.02 -0.09
0.01 0.01 0.01
0.04 -0.20 0.18
0.00 0.08 -0.06

Calculated atomic charges, method Mulliken, unit e: Mn -0.624; C -1.507; C 0.738; C -1.130; P 1.032; C 0.419; C -1.580; C -1.699; C -0.839; C 0.088; C -0.872; C -1.007; C -0.652; C 0.243; N 1.925; C -0.285; C -0.464; C -1.163; C -1.052; C -1.210; C 0.226; P 1.479; C 0.659; C -1.354; C -1.359; C 0.193; C -1.367; C -1.340; H 0.475; H 0.428; H 0.271; H 0.545; H 0.341; H -0.293; H 0.536; H 0.789; H 0.146; H 0.647; H 0.285; H 0.365; H 0.361; H 0.498; H 0.324; H 0.512; H 0.457; H 0.648; H 0.658; H 0.502; H 0.485; H 0.554; H 0.619; H 0.254; H 0.526; H 0.184; H 0.198; H 0.410; H 0.462; H 0.731; H 0.252; H 0.485; H 0.331; H 0.046; H 0.365; H 0.529; C -0.849; Si 0.382; C -0.865; C -1.168; O -0.902; H 0.567; H 0.327; H 0.131; H 0.502; H 0.082; H 0.335; H 0.381; H 0.341; H 0.312

2.
The following is a quantum chemistry calculation of a molecular structure, C27H46AsNNiO2SSi2, from the Open Molecules 2025 dataset.

HOMO level (alpha / beta)	-0.01 / -1.02	eV
molecular weight	638.524	u
HOMO-LUMO gap (alpha / beta)	4.64 / 5.65	eV
spin multiplicity	3
energy relative to the best compared isomer or geometry (same formula, charge and spin)	0.228	eV
total charge	-2
energy	-5982.892718	Eh
E_LUMO (alpha / beta)	4.6 / 4.6	eV

Geometry (Å):
Ni (0.633, -0.907, -0.594)
C (-1.503, -2.150, 2.303)
Si (0.214, -1.455, 1.829)
C (0.940, -0.318, 3.184)
C (1.180, -3.046, 2.436)
C (1.141, -3.577, 3.732)
C (1.838, -4.736, 4.051)
C (2.582, -5.389, 3.074)
C (2.627, -4.871, 1.785)
C (1.934, -3.703, 1.459)
Si (1.814, -2.812, -0.216)
C (3.646, -2.758, -0.724)
C (1.038, -4.170, -1.309)
H (-1.474, -2.500, 3.340)
H (-1.735, -3.015, 1.673)
H (-2.295, -1.411, 2.189)
H (0.791, -0.793, 4.159)
H (0.495, 0.676, 3.192)
H (2.017, -0.213, 3.027)
H (0.559, -3.084, 4.506)
H (1.802, -5.137, 5.060)
H (3.123, -6.297, 3.322)
H (3.209, -5.391, 1.027)
H (4.097, -3.741, -0.549)
H (4.175, -2.026, -0.106)
H (3.790, -2.473, -1.765)
H (1.593, -5.111, -1.220)
H (1.019, -3.857, -2.352)
H (0.008, -4.352, -0.984)
C (-4.508, 1.599, 4.482)
As (-2.619, 1.640, 3.896)
C (-2.100, 3.138, 5.076)
C (-2.936, 2.738, 2.310)
S (-0.778, 0.532, 0.802)
H (-4.944, 2.600, 4.484)
H (-4.581, 1.173, 5.484)
H (-5.077, 0.966, 3.799)
H (-2.812, 3.963, 5.001)
H (-1.112, 3.492, 4.783)
H (-2.051, 2.797, 6.112)
H (-3.552, 3.608, 2.553)
H (-3.422, 2.127, 1.551)
H (-1.977, 3.043, 1.894)
C (-0.307, 5.158, -3.732)
C (0.262, 4.094, -2.823)
C (1.452, 4.305, -2.149)
C (1.949, 3.297, -1.312)
C (3.248, 3.485, -0.566)
C (1.263, 2.117, -1.167)
C (0.047, 1.846, -1.845)
C (-0.428, 2.894, -2.673)
N (-0.516, 0.618, -1.656)
C (-1.760, 0.198, -2.318)
C (-1.601, 0.202, -3.852)
C (-2.009, -1.256, -1.908)
C (-3.004, 0.997, -1.887)
H (0.349, 6.031, -3.775)
H (-1.288, 5.490, -3.380)
H (-0.435, 4.780, -4.749)
H (1.998, 5.237, -2.273)
H (3.736, 4.421, -0.850)
H (3.928, 2.658, -0.776)
H (3.077, 3.503, 0.514)
H (1.648, 1.357, -0.496)
H (-1.346, 2.782, -3.227)
H (-0.826, -0.512, -4.126)
H (-1.319, 1.177, -4.245)
H (-2.544, -0.101, -4.322)
H (-1.140, -1.868, -2.169)
H (-2.889, -1.653, -2.424)
H (-2.166, -1.314, -0.830)
H (-3.000, 2.024, -2.244)
H (-3.027, 1.014, -0.795)
H (-3.911, 0.511, -2.260)
C (1.888, -1.412, -4.591)
O (1.237, -1.644, -3.354)
C (1.757, -0.921, -2.254)
O (2.738, -0.240, -2.481)
H (1.383, -2.037, -5.331)
H (2.947, -1.675, -4.544)
H (1.819, -0.361, -4.886)

Cartesian forces (eV/Å) of the 6 atoms listed first:
0.17 -0.01 0.78
-0.06 0.09 0.01
0.14 -0.15 -0.34
-0.09 0.10 0.02
0.05 -0.09 -0.04
0.06 -0.08 -0.06

Calculated atomic charges, method Mulliken, unit e: Ni -0.835; C -1.230; Si 0.721; C -1.200; C 0.018; C -0.511; C -0.654; C -0.553; C -0.621; C 0.488; Si 1.532; C -1.439; C -1.355; H 0.441; H 0.257; H 0.216; H 0.329; H 0.263; H 0.274; H 0.211; H 0.349; H 0.343; H 0.250; H 0.423; H 0.254; H 0.342; H 0.404; H 0.275; H 0.218; C -1.185; As 0.450; C -1.175; C -1.051; S -0.292; H 0.326; H 0.363; H 0.324; H 0.334; H 0.318; H 0.366; H 0.530; H 0.193; H 0.267; C -1.685; C 0.149; C -0.941; C 0.689; C -1.660; C 0.017; C 0.727; C -0.886; N 1.290; C 0.920; C -1.555; C -1.792; C -1.448; H 0.356; H 0.311; H 0.310; H 0.165; H 0.353; H 0.299; H 0.272; H 0.334; H 0.492; H 0.182; H 0.292; H 0.471; H 0.186; H 0.576; H 0.170; H 0.284; H 0.060; H 0.492; C -0.891; O -0.200; C 0.606; O -0.694; H 0.247; H 0.244; H 0.280

3.
The following is a quantum chemistry calculation of a molecular structure, C27H46GeN5O4SSi3Ti, from the Open Molecules 2025 dataset.

HOMO level (alpha / beta)	-7.22 / -7.09	eV
molecular weight	741.498	u
HOMO-LUMO gap (alpha / beta)	6.93 / 6.74	eV
spin multiplicity	2
energy relative to the best compared isomer or geometry (same formula, charge and spin)	0.134	eV
energy	-5824.399994	Eh
E_LUMO (alpha / beta)	-0.3 / -0.3	eV

Geometry (Å):
Ti (0.471, -0.161, -1.197)
C (-5.592, 5.173, -2.236)
C (-4.373, 4.563, -1.598)
C (-3.773, 5.174, -0.500)
C (-2.662, 4.610, 0.103)
C (-2.141, 3.418, -0.386)
C (-2.721, 2.800, -1.483)
C (-3.832, 3.377, -2.079)
S (-0.717, 2.767, 0.506)
O (2.227, 2.019, 1.672)
O (-1.242, 1.830, 1.514)
N (-0.048, 1.830, -0.708)
C (0.492, 2.427, -1.815)
C (0.626, 3.794, -2.106)
C (1.181, 4.145, -3.316)
C (1.594, 3.162, -4.220)
C (1.445, 1.844, -3.848)
N (0.914, 1.481, -2.681)
H (-5.473, 6.249, -2.359)
H (-6.472, 5.009, -1.611)
H (-5.788, 4.734, -3.212)
H (-4.179, 6.104, -0.118)
H (-2.193, 5.088, 0.955)
H (-2.307, 1.878, -1.869)
H (-4.286, 2.894, -2.936)
H (0.301, 4.537, -1.393)
H (1.293, 5.191, -3.571)
H (2.016, 3.417, -5.180)
H (1.764, 1.039, -4.501)
C (-0.269, -2.756, -3.999)
C (-0.215, -1.888, -2.784)
O (0.557, -2.191, -1.818)
O (-0.884, -0.818, -2.697)
H (-0.417, -3.793, -3.701)
H (0.694, -2.695, -4.509)
H (-1.061, -2.432, -4.668)
C (2.865, -3.496, 2.101)
Si (1.011, -3.333, 1.735)
C (0.726, -4.591, 0.351)
C (0.173, -4.013, 3.281)
Ge (0.179, -1.088, 1.333)
Si (-2.225, -1.405, 1.429)
C (-3.238, -0.160, 0.455)
C (-2.943, -1.474, 3.160)
C (-2.626, -3.028, 0.557)
Si (1.082, 0.046, 3.266)
C (1.494, 1.865, 2.908)
C (-0.057, -0.048, 4.746)
C (2.747, -0.685, 3.758)
H (3.154, -4.542, 1.964)
H (3.078, -3.231, 3.135)
H (3.524, -2.890, 1.477)
H (1.438, -5.412, 0.473)
H (0.864, -4.155, -0.636)
H (-0.271, -5.025, 0.388)
H (0.305, -5.096, 3.354)
H (-0.897, -3.804, 3.280)
H (0.603, -3.560, 4.177)
H (-3.327, 0.805, 0.948)
H (-4.239, -0.571, 0.292)
H (-2.781, -0.006, -0.527)
H (-2.758, -0.539, 3.687)
H (-2.528, -2.285, 3.758)
H (-4.024, -1.614, 3.089)
H (-2.602, -2.872, -0.525)
H (-3.634, -3.359, 0.821)
H (-1.938, -3.834, 0.798)
H (0.595, 2.485, 2.897)
H (1.900, 1.349, 1.058)
H (2.155, 2.256, 3.686)
H (-1.034, 0.382, 4.539)
H (0.387, 0.495, 5.585)
H (-0.196, -1.087, 5.050)
H (3.357, -0.953, 2.896)
H (2.627, -1.571, 4.384)
H (3.296, 0.060, 4.338)
N (4.635, -3.220, -1.417)
C (4.291, -1.911, -1.538)
C (3.154, -1.398, -0.887)
N (2.805, -0.131, -0.980)
C (3.617, 0.684, -1.677)
C (4.726, 0.176, -2.319)
N (5.058, -1.117, -2.276)
H (3.969, -3.876, -1.047)
H (5.340, -3.560, -2.047)
H (2.502, -2.040, -0.309)
H (3.363, 1.733, -1.720)
H (5.368, 0.825, -2.899)

Cartesian forces (eV/Å) of the 6 atoms listed first:
0.17 0.18 0.27
0.04 -0.02 0.03
-0.08 0.06 -0.02
0.01 0.01 0.03
0.05 -0.07 -0.03
-0.04 0.00 -0.06

Calculated atomic charges, method Mulliken, unit e: Ti -0.342; C -1.544; C 1.055; C -0.836; C -0.665; C 0.265; C -0.014; C -1.036; S 0.040; O -0.628; O -0.558; N 0.691; C 0.500; C -0.898; C -0.654; C -1.024; C -0.217; N 0.553; H 0.380; H 0.307; H 0.360; H 0.386; H 0.456; H 0.235; H 0.355; H 0.542; H 0.454; H 0.454; H 0.463; C -1.416; C 0.971; O -0.437; O -0.697; H 0.348; H 0.307; H 0.363; C -1.429; Si 0.868; C -1.316; C -1.081; Ge 1.657; Si 0.625; C -0.860; C -1.138; C -1.034; Si 0.472; C -0.348; C -1.162; C -1.119; H 0.424; H 0.357; H 0.320; H 0.462; H 0.131; H 0.435; H 0.418; H 0.174; H 0.252; H 0.189; H 0.547; H -0.110; H 0.261; H 0.278; H 0.367; H 0.226; H 0.400; H 0.110; H 0.120; H -0.197; H 0.537; H 0.195; H 0.395; H 0.299; H 0.232; H 0.280; H 0.472; N -0.394; C -0.189; C 0.558; N 0.322; C -0.485; C -0.706; N -0.664; H 0.208; H 0.269; H -0.139; H 0.598; H 0.396

Question: Number 3 is which compound?
Answer: C27H46GeN5O4SSi3Ti

Question: Which value of energy relative to the best compared isomer or geometry (same formula, charge and spin) does entry 1 give?
Answer: 0.187 eV

Question: Which of these has the highest molecular weight?
Answer: C27H46GeN5O4SSi3Ti

Question: Among the records above, which one has the highest energy?
Answer: C27H45MnNOP2Si